Entry 1:
Formula: C28H31Cl2N4NaO5
Source: OMol25
Level of theory: ωB97M-V/def2-TZVPD

Calculated values
**Charge**: -2
**HOMO level**: -0.690 eV

Geometry as XYZ:
```
71
C28H31Cl2N4NaO5 (ωB97M-V/def2-TZVPD)
Na 0.73 -0.04 0.82
C -1.54 -2.93 3.55
O -1.49 -4.17 2.77
C -1.03 -4.16 1.52
C -1.53 -5.24 0.73
C -1.21 -5.39 -0.60
C -0.21 -4.57 -1.18
C 0.40 -3.61 -0.40
C 1.47 -2.77 -0.85
N 1.45 -2.36 -2.10
N 2.43 -1.62 -2.53
C 2.91 -0.62 -1.74
O 2.69 -0.40 -0.51
C 3.75 0.34 -2.53
C 4.16 0.04 -3.81
C 5.02 0.86 -4.53
C 5.50 2.01 -3.95
C 5.11 2.36 -2.65
C 4.18 1.58 -1.97
C -0.05 -3.24 0.95
O 0.43 -2.24 1.59
H -2.09 -3.13 4.48
H -2.05 -2.15 3.01
H -0.52 -2.60 3.70
H -2.14 -6.03 1.18
H -1.68 -6.14 -1.24
H 0.14 -4.74 -2.18
H 2.23 -2.37 -0.16
H 3.81 -0.90 -4.29
H 5.32 0.59 -5.53
H 6.14 2.65 -4.53
H 5.47 3.29 -2.25
H 3.80 1.83 -0.96
C -0.97 3.47 -0.44
N -0.32 2.39 -1.22
C 0.62 2.94 -2.17
C -1.15 1.32 -1.80
C -2.24 0.75 -0.93
N -2.36 -0.71 -1.05
C -2.41 -1.27 -2.41
C -3.47 -1.25 -0.26
H -1.80 3.96 -0.97
H -0.19 4.22 -0.18
H -1.39 3.08 0.47
H 0.11 3.35 -3.06
H 1.31 2.20 -2.48
H 1.20 3.72 -1.69
H -0.44 0.52 -1.99
H -1.53 1.60 -2.82
H -3.21 1.23 -1.19
H -2.03 0.96 0.12
H -3.09 -0.72 -3.11
H -2.61 -2.32 -2.37
H -1.41 -1.20 -2.87
H -4.44 -1.12 -0.79
H -3.45 -0.82 0.75
H -3.31 -2.33 -0.13
Cl -1.72 3.97 6.99
C -1.54 3.11 5.52
C -2.66 2.63 4.82
C -2.50 1.78 3.75
Cl -3.89 1.04 3.09
C -1.21 1.51 3.19
O -1.06 0.83 2.14
C -0.06 2.13 3.91
C 1.29 2.02 3.31
O 1.54 1.67 2.16
C -0.25 2.87 5.08
H -3.69 2.81 5.21
H 2.13 2.28 4.00
H 0.59 3.25 5.62
```

The net atomic charges from Mulliken, expressed in e, are:
1 Na 0.8597
2 C -0.5190
3 O -0.5590
4 C 0.2098
5 C -0.6467
6 C -0.6376
7 C -0.4845
8 C 0.7954
9 C -0.6528
10 N -0.3532
11 N -0.6352
12 C 0.0465
13 O -0.8579
14 C 0.2951
15 C -0.0464
16 C -0.6154
17 C -0.2311
18 C -0.7408
19 C -0.1755
20 C 0.8204
21 O -0.9846
22 H 0.2914
23 H 0.1503
24 H 0.2336
25 H 0.3403
26 H 0.2537
27 H 0.4058
28 H 0.4007
29 H 0.3781
30 H 0.3452
31 H 0.3561
32 H 0.3579
33 H 0.5053
34 C -0.9601
35 N 0.7270
36 C -1.1855
37 C -0.6329
38 C 0.1457
39 N 0.7992
40 C -1.2025
41 C -0.9736
42 H 0.3069
43 H 0.3030
44 H 0.1703
45 H 0.3277
46 H 0.2358
47 H 0.3990
48 H 0.1082
49 H 0.1096
50 H 0.0434
51 H -0.3739
52 H 0.2912
53 H 0.3986
54 H 0.2712
55 H 0.3475
56 H 0.0578
57 H 0.2587
58 Cl -0.2968
59 C 0.4327
60 C -0.5740
61 C 0.5255
62 Cl -0.2543
63 C -0.7488
64 O 0.0848
65 C 1.0961
66 C -0.5225
67 O -0.5028
68 C -0.9657
69 H 0.3175
70 H 0.1604
71 H 0.3704

---

Entry 2:
Formula: C2H6IN2S
Source: OMol25
Level of theory: ωB97M-V/def2-TZVPD

Calculated values
**SMILES**: N/C(I)=[NH+]/CS
**Charge**: +1
**HOMO level**: -12.752 eV

Geometry as XYZ:
```
12
C2H6IN2S (ωB97M-V/def2-TZVPD)
C -0.82 0.93 0.18
C 0.54 -0.74 -0.74
N -0.92 2.05 0.92
N 0.40 0.41 0.04
S -0.30 -2.39 0.46
I -2.68 0.00 -0.19
H 1.56 -1.11 -1.04
H -0.09 -0.79 -1.63
H -0.01 2.29 1.33
H -1.71 2.68 1.10
H 1.11 0.76 0.66
H -1.35 -3.02 -0.12
```

The net atomic charges from natural (NBO), expressed in e, are:
1 C 0.4007
2 C -0.2203
3 N -0.7382
4 N -0.5946
5 S -0.2064
6 I 0.3775
7 H 0.2779
8 H 0.2429
9 H 0.4027
10 H 0.4657
11 H 0.4342
12 H 0.1581

---

Entry 3:
Formula: C23H18N2O5Pb
Source: OMol25
Level of theory: ωB97M-V/def2-TZVPD

Calculated values
**Charge**: -2
**HOMO level**: 0.119 eV

Geometry as XYZ:
```
49
C23H18N2O5Pb (ωB97M-V/def2-TZVPD)
Pb 10.46 12.12 8.99
C 10.22 8.08 7.94
C 9.29 9.08 7.41
N 9.37 10.39 7.60
C 8.25 10.98 6.98
C 7.49 9.95 6.45
N 8.14 8.80 6.76
C 6.25 9.77 5.66
O 5.77 10.88 5.10
O 5.85 8.62 5.42
C 8.14 12.45 6.97
O 7.53 12.97 6.02
O 8.61 13.02 8.04
H 11.22 8.47 7.74
H 10.07 7.07 7.49
H 10.08 8.07 9.00
H 7.79 7.95 6.40
H 6.30 11.69 5.42
C 13.40 12.50 7.06
C 12.60 11.31 7.54
O 12.80 10.17 7.26
H 14.37 12.08 6.76
H 13.55 13.29 7.87
H 12.89 13.05 6.22
C 10.56 11.01 10.86
C 11.15 10.18 11.54
C 11.67 9.15 12.32
C 13.05 9.28 12.72
C 13.91 10.15 12.04
C 15.29 10.01 12.17
C 15.79 9.12 13.08
C 14.90 8.38 13.91
C 13.53 8.51 13.81
C 10.83 8.01 12.66
C 11.39 6.73 13.05
C 10.57 5.68 13.49
C 9.20 5.84 13.43
C 8.66 7.00 12.95
C 9.44 8.09 12.60
H 13.50 10.96 11.44
H 15.96 10.59 11.55
H 16.86 8.96 13.22
H 15.31 7.69 14.63
H 12.83 8.04 14.48
H 12.46 6.60 13.09
H 11.02 4.73 13.77
H 8.50 5.10 13.79
H 7.56 7.05 12.84
H 9.00 9.03 12.30
```

The net atomic charges from natural (NBO), expressed in e, are:
1 Pb 0.9244
2 C -0.6854
3 C 0.4328
4 N -0.4929
5 C 0.0422
6 C -0.0621
7 N -0.4883
8 C 0.7872
9 O -0.6883
10 O -0.6499
11 C 0.7453
12 O -0.7249
13 O -0.7501
14 H 0.2946
15 H 0.2031
16 H 0.2670
17 H 0.4309
18 H 0.5337
19 C -0.7771
20 C 0.2759
21 O -0.6779
22 H 0.1800
23 H 0.2124
24 H 0.2167
25 C -0.7200
26 C 0.0823
27 C -0.3608
28 C 0.1043
29 C -0.2927
30 C -0.2109
31 C -0.3343
32 C -0.2083
33 C -0.3066
34 C -0.0130
35 C -0.2466
36 C -0.2319
37 C -0.3183
38 C -0.2077
39 C -0.2607
40 H 0.2249
41 H 0.1915
42 H 0.1802
43 H 0.1770
44 H 0.2131
45 H 0.2105
46 H 0.1867
47 H 0.1800
48 H 0.1856
49 H 0.2264

---

Entry 4:
Formula: H12O6
Source: OMol25
Level of theory: ωB97M-V/def2-TZVPD

Calculated values
**SMILES**: O.O.O.O.O.O
**Charge**: 0
**HOMO level**: -11.006 eV

Geometry as XYZ:
```
18
H12O6 (ωB97M-V/def2-TZVPD)
H -0.35 0.06 1.22
H -1.75 -0.50 1.04
H 3.02 2.32 -0.28
H 2.15 3.30 0.49
H 2.30 -1.16 0.68
H 3.72 -0.64 0.84
H -3.30 2.45 -0.73
H -2.06 2.54 0.15
H -4.52 -1.44 0.54
H -4.57 -2.22 -0.76
H 1.81 -2.96 -1.41
H 3.22 -2.92 -0.85
O -0.83 -0.77 1.12
O 2.50 3.12 -0.39
O 2.83 -0.37 0.58
O -2.46 2.91 -0.64
O -4.25 -1.39 -0.39
O 2.53 -2.35 -1.21
```

The net atomic charges from natural (NBO), expressed in e, are:
1 H 0.4704
2 H 0.4689
3 H 0.4773
4 H 0.4625
5 H 0.4846
6 H 0.4606
7 H 0.4684
8 H 0.4610
9 H 0.4664
10 H 0.4737
11 H 0.4718
12 H 0.4633
13 O -0.9396
14 O -0.9399
15 O -0.9472
16 O -0.9294
17 O -0.9398
18 O -0.9331

---

Entry 5:
Formula: CH4N3P
Source: OMol25
Level of theory: ωB97M-V/def2-TZVPD

Calculated values
**Charge**: 0
**HOMO level (alpha / beta)**: -8.218 / -8.218 eV

Geometry as XYZ:
```
9
CH4N3P (ωB97M-V/def2-TZVPD)
C -0.63 -0.43 -1.09
N 0.99 1.21 -0.84
N 1.30 1.01 0.26
N 0.79 0.23 1.12
P -0.48 -0.86 0.57
H -1.41 0.18 -1.50
H -0.10 -0.87 -1.91
H 1.14 -0.05 2.08
H -1.60 -0.42 1.31
```

The net atomic charges from natural (NBO), expressed in e, are:
1 C -0.8417
2 N -0.0453
3 N 0.0765
4 N -0.6682
5 P 0.6260
6 H 0.2294
7 H 0.2329
8 H 0.4312
9 H -0.0407

---

Entry 6:
Formula: C4H10ClN3O2PS
Source: OMol25
Level of theory: ωB97M-V/def2-TZVPD

Calculated values
**Charge**: +1
**HOMO level**: -11.780 eV

Geometry as XYZ:
```
22
C4H10ClN3O2PS (ωB97M-V/def2-TZVPD)
O -0.98 -3.03 2.84
P -1.73 -2.69 1.47
Cl -0.32 -1.83 0.34
N -2.40 -1.03 2.09
N -3.53 -0.62 1.28
C -4.47 -1.42 1.21
S -5.66 -2.39 1.16
H -0.95 -3.99 2.97
H -2.71 -1.09 3.07
H -1.71 -0.28 1.99
C 2.36 2.15 -2.87
C 2.41 0.76 -2.27
O 2.80 -0.21 -2.90
N 1.99 0.61 -0.98
C 1.49 1.62 -0.07
H 2.72 2.09 -3.89
H 1.34 2.53 -2.87
H 2.99 2.83 -2.30
H 2.07 -0.34 -0.65
H 2.12 1.69 0.82
H 0.48 1.38 0.25
H 1.48 2.59 -0.56
```

The net atomic charges from natural (NBO), expressed in e, are:
1 O -0.9772
2 P 1.2841
3 Cl -0.2260
4 N -0.6192
5 N -0.3796
6 C 0.1206
7 S 0.3621
8 H 0.5391
9 H 0.4402
10 H 0.4548
11 C -0.7248
12 C 0.6799
13 O -0.6060
14 N -0.6323
15 C -0.4067
16 H 0.2551
17 H 0.2254
18 H 0.2311
19 H 0.3875
20 H 0.2010
21 H 0.1669
22 H 0.2241

---

Strongest force on any atom? In order: 4.350 4.348 4.194 0.712 4.451 0.709 eV/A.